A single C3H3NOS2 molecule. Source: OMol25; level of theory: ωB97M-V with the def2-TZVPD basis set.

The geometry in XYZ format:
```
10
Properties=species:S:1:pos:R:3:mulliken_spin:R:1
S 3.38 -1.01 -0.33 0.080
S 3.46 1.01 0.21 0.394
O 1.89 -1.72 0.32 0.109
N 2.03 1.76 -0.04 0.515
C 0.67 -1.26 0.22 0.456
C 0.81 1.28 -0.07 0.485
C 0.19 -0.01 0.10 -0.088
H -0.94 0.11 -0.08 -0.005
H 0.12 -2.20 0.42 0.020
H 0.07 1.95 -0.46 0.035
```

## Properties
electronic energy = -28362.2227 eV
<S²> = 2.026
Kohn-Sham gap (spin up / spin down) = 5.6 / 6.5 eV
strongest force on any atom = 5.49 eV Å⁻¹
multiplicity = 3
charge = 0

A gas-phase ion, C5H10NO (charge +1). Source: OMol25; level of theory: ωB97M-V with the def2-TZVPD basis set.

The geometry in XYZ format:
```
17
Properties=species:S:1:pos:R:3:mulliken_charge:R:1
O 0.31 0.32 2.04 -0.511
N 1.49 1.02 0.12 -0.376
C -1.60 0.06 -0.88 -0.308
C -1.01 0.87 0.01 -0.938
C 0.15 0.29 0.71 1.384
C -0.75 -1.26 -1.03 -0.462
C 0.34 -1.09 0.09 -1.241
H -1.35 -2.15 -1.01 0.376
H -1.48 1.81 0.31 0.418
H -0.15 -1.30 -1.91 0.261
H 1.37 1.94 -0.27 0.330
H -2.51 0.39 -1.40 0.398
H 1.83 0.34 -0.59 0.309
H 2.09 0.99 0.94 0.333
H -0.20 0.98 2.48 0.374
H 0.19 -1.95 0.82 0.304
H 1.26 -1.25 -0.43 0.349
```

## Properties
SMILES = [NH3+][C@@]1(O)C=CCC1
electronic energy = -8877.0401 eV
Kohn-Sham gap = 11.1 eV
strongest force on any atom = 3.60 eV Å⁻¹
multiplicity = 1
charge = +1

A molecular structure, C42H52N7O2S2Sn. Source: OMol25; level of theory: ωB97M-V with the def2-TZVPD basis set.

The geometry in XYZ format:
```
106
Properties=species:S:1:pos:R:3:mulliken_charge:R:1
Sn -0.21 -0.27 0.24 0.950
S 2.78 -1.13 -0.17 -0.172
S 1.66 -0.90 -3.32 -0.250
O 0.94 1.46 0.22 -0.618
O 2.70 2.50 1.08 -0.686
N 1.51 -3.17 2.15 -0.090
N 4.30 0.79 -1.16 0.599
N -1.95 -1.47 1.93 -0.118
N 0.81 -0.38 2.21 -0.265
N -1.98 1.08 1.01 -0.044
N 1.87 -5.24 1.48 0.139
N 2.33 1.66 -2.93 0.521
C -4.44 2.50 1.33 0.579
C -4.38 1.06 1.40 -0.505
C -6.56 -3.37 0.93 -2.145
C -6.81 2.52 2.26 -1.611
C 1.56 4.23 -5.33 -0.248
C 6.71 0.61 -0.21 0.765
C -4.23 -3.13 1.74 0.280
C -3.16 0.44 1.25 0.497
C -3.09 -1.02 1.49 -1.062
C 1.84 1.65 1.12 0.673
C 8.85 0.75 0.71 -0.569
C 2.17 5.02 -6.33 -0.804
C 2.37 0.36 -2.53 -0.096
C 1.65 -3.97 1.09 -0.705
C -5.75 3.23 1.40 1.902
C -3.23 3.13 1.07 -0.942
C -1.92 -2.76 2.30 -0.808
C 4.49 1.97 -2.01 -0.826
C -5.53 4.69 1.89 -1.809
C 7.52 1.02 0.82 -0.598
C 7.23 0.01 -1.33 -0.258
C -5.44 -3.98 1.74 2.195
C 1.79 -5.27 2.83 -0.491
C 2.09 3.01 -4.95 0.195
C 3.20 0.05 -1.29 0.080
C 1.50 -3.99 3.22 -0.751
C 5.19 0.74 0.07 -1.307
C 2.16 -6.41 0.62 -0.888
C -2.07 2.41 0.92 -0.879
C 1.39 2.16 -3.93 -1.035
C -5.11 -5.36 1.09 -1.617
C 3.78 3.27 -6.68 -0.690
C -3.02 -3.55 2.21 -0.905
C 3.20 2.55 -5.61 0.156
C -6.28 3.20 -0.06 -1.566
C -5.96 -4.21 3.15 -1.572
C 1.70 0.83 2.39 -0.657
C 8.59 -0.25 -1.44 -0.637
C 9.41 0.09 -0.40 -0.523
C 3.16 2.62 -2.26 -0.673
C -4.22 -1.79 1.30 -0.083
C 3.26 4.52 -7.01 -0.373
H 1.73 5.95 -6.59 0.430
H 0.14 -0.52 2.92 0.406
H -2.94 -4.55 2.64 0.378
H -5.54 3.70 -0.68 0.425
H 1.27 -7.04 0.44 0.288
H 2.68 2.93 -1.30 -0.028
H -4.69 -6.02 1.80 0.420
H 4.95 1.69 0.60 0.456
H 0.69 4.55 -4.81 0.388
H -6.41 2.16 -0.39 0.368
H 2.58 -6.07 -0.34 0.327
H 1.96 -6.14 3.38 0.526
H -5.11 -1.41 0.76 0.768
H 6.59 -0.28 -2.12 0.435
H -6.26 -3.09 -0.04 0.543
H -7.29 -4.16 0.79 0.494
H 3.56 1.55 -5.34 0.373
H 0.67 2.78 -3.45 0.306
H 8.98 -0.68 -2.37 0.365
H -5.35 -4.87 3.69 0.431
H 1.31 -1.32 2.19 0.480
H 4.64 2.87 -7.21 0.388
H 3.26 3.47 -2.97 0.550
H -5.24 0.49 1.62 0.684
H 2.91 -7.00 1.13 0.357
H -4.95 5.35 1.26 0.387
H -6.93 -4.73 3.08 0.418
H -3.24 4.20 1.03 0.286
H 9.52 1.15 1.46 0.360
H -7.01 1.50 2.00 0.419
H 7.13 1.47 1.73 0.404
H 3.80 5.08 -7.74 0.401
H -6.02 -5.86 0.62 0.333
H -6.16 -3.27 3.69 0.334
H -5.16 4.70 2.91 0.432
H -7.28 3.64 -0.12 0.419
H -0.97 -3.05 2.76 0.340
H 1.65 -3.66 0.05 0.545
H -6.55 5.15 1.91 0.410
H -6.65 2.54 3.39 0.337
H -4.35 -5.22 0.29 0.361
H 0.90 1.29 -4.43 0.409
H 2.74 0.62 2.72 0.295
H -1.15 2.91 0.67 0.666
H 10.44 -0.16 -0.53 0.394
H -6.98 -2.44 1.38 0.291
H 1.42 -3.56 4.22 0.480
H -7.76 3.08 2.07 0.412
H 1.21 1.48 3.13 0.361
H 4.82 -0.05 0.73 0.532
H 5.08 2.67 -1.41 0.485
H 4.97 1.63 -2.96 0.277
```

## Properties
electronic energy = -86422.7059 eV
Kohn-Sham gap = 7.5 eV
strongest force on any atom = 2.68 eV Å⁻¹
multiplicity = 1
charge = +1

Question: Which of these has the highest multiplicity?
Answer: C3H3NOS2

Question: What is the strongest force on any atom in the third record?
Answer: 2.68 eV Å⁻¹

Question: Which value of electronic energy does entry 1 give?
Answer: -28362.2227 eV